# 1
{"formula": "C30H48F6O24PS3", "method": "ωB97M-V with the def2-TZVPD basis set", "species": ["P", "F", "F", "F", "F", "F", "F", "O", "C", "O", "C", "C", "C", "H", "H", "H", "H", "H", "H", "O", "C", "O", "C", "C", "C", "H", "H", "H", "H", "H", "H", "O", "C", "O", "C", "C", "C", "H", "H", "H", "H", "H", "H", "O", "C", "O", "C", "C", "C", "H", "H", "H", "H", "H", "H", "O", "C", "O", "C", "C", "C", "H", "H", "H", "H", "H", "H", "O", "C", "O", "C", "C", "C", "H", "H", "H", "H", "H", "H", "C", "C", "O", "S", "O", "O", "O", "H", "H", "H", "H", "C", "C", "O", "S", "O", "O", "O", "H", "H", "H", "H", "C", "C", "O", "S", "O", "O", "O", "H", "H", "H", "H"], "positions_angstrom": [[-18.094, 18.411, 0.109], [-16.962, 17.722, -0.821], [-16.933, 19.432, 0.644], [-18.515, 19.334, -1.136], [-19.259, 19.088, 1.039], [-19.249, 17.351, -0.339], [-17.649, 17.490, 1.383], [-13.383, 21.462, -2.218], [-14.328, 21.148, -2.886], [-14.312, 21.266, -4.229], [-15.595, 21.024, -4.817], [-16.347, 20.277, -3.744], [-15.660, 20.587, -2.413], [-15.496, 20.406, -5.708], [-16.073, 21.961, -5.107], [-16.353, 19.200, -3.922], [-17.409, 20.531, -3.704], [-15.475, 19.688, -1.831], [-16.127, 21.383, -1.838], [-12.991, 19.416, 2.847], [-13.982, 18.821, 3.188], [-14.778, 19.323, 4.148], [-15.966, 18.522, 4.284], [-15.598, 17.152, 3.680], [-14.536, 17.552, 2.655], [-16.768, 18.934, 3.669], [-16.234, 18.477, 5.336], [-16.404, 16.600, 3.201], [-15.131, 16.505, 4.425], [-14.949, 17.743, 1.662], [-13.785, 16.769, 2.581], [-16.159, 13.175, -0.462], [-16.797, 13.537, 0.480], [-16.647, 13.047, 1.716], [-17.596, 13.481, 2.664], [-18.601, 14.330, 1.885], [-18.046, 14.392, 0.493], [-17.220, 14.001, 3.549], [-18.039, 12.570, 3.078], [-18.679, 15.333, 2.315], [-19.600, 13.905, 1.982], [-17.814, 15.349, 0.036], [-18.805, 13.908, -0.127], [-25.023, 21.075, 2.354], [-24.232, 20.205, 2.099], [-24.610, 18.929, 1.959], [-23.622, 18.140, 1.269], [-22.555, 19.147, 0.896], [-22.755, 20.301, 1.841], [-24.040, 17.673, 0.376], [-23.242, 17.298, 1.851], [-22.607, 19.468, -0.149], [-21.516, 18.811, 0.938], [-22.272, 21.220, 1.526], [-22.299, 20.028, 2.795], [-20.403, 14.765, -2.539], [-21.287, 14.519, -1.774], [-22.240, 13.616, -2.066], [-23.221, 13.491, -1.030], [-23.109, 14.794, -0.272], [-21.627, 15.145, -0.427], [-22.891, 12.636, -0.436], [-24.226, 13.379, -1.427], [-23.460, 14.754, 0.760], [-23.738, 15.559, -0.733], [-21.030, 14.615, 0.321], [-21.413, 16.210, -0.381], [-14.640, 14.895, -2.853], [-15.615, 15.195, -3.486], [-15.393, 15.822, -4.677], [-16.602, 16.140, -5.342], [-17.692, 16.026, -4.250], [-17.090, 15.167, -3.131], [-16.852, 15.524, -6.208], [-16.473, 17.183, -5.636], [-18.588, 15.514, -4.597], [-17.938, 17.012, -3.860], [-17.345, 14.111, -3.204], [-17.189, 15.632, -2.156], [-14.264, 22.642, 2.363], [-14.475, 21.734, 1.102], [-15.505, 22.344, 0.361], [-15.562, 23.938, 0.630], [-16.887, 24.411, 0.462], [-14.466, 24.657, 0.060], [-15.267, 23.623, 2.208], [-13.228, 22.981, 2.379], [-14.475, 22.129, 3.299], [-14.572, 20.688, 1.366], [-13.543, 21.870, 0.551], [-19.994, 22.061, -0.380], [-19.342, 22.665, -1.618], [-20.189, 22.292, -2.689], [-21.755, 22.119, -2.254], [-22.337, 20.847, -2.528], [-22.410, 23.300, -2.710], [-21.374, 22.267, -0.651], [-19.673, 22.392, 0.606], [-19.915, 20.976, -0.273], [-18.357, 22.226, -1.756], [-19.322, 23.745, -1.476], [-19.642, 18.060, 4.595], [-20.781, 17.168, 4.111], [-21.940, 18.011, 4.171], [-21.763, 18.997, 5.444], [-21.943, 18.334, 6.694], [-22.515, 20.177, 5.165], [-20.197, 19.276, 5.075], [-18.880, 18.260, 3.845], [-19.179, 17.543, 5.443], [-20.862, 16.223, 4.647], [-20.726, 16.937, 3.045]], "mulliken_charge": [1.930, -0.423, -0.511, -0.548, -0.259, -0.247, -0.790, -0.602, 0.368, -0.405, -0.464, 0.432, 0.914, 0.331, 0.208, -0.524, 0.331, -0.085, -0.570, -0.626, 0.346, -0.382, -0.129, 0.318, 0.132, 0.081, 0.308, -0.616, 0.524, -0.293, 0.417, -0.566, 0.489, -0.429, -0.655, 0.315, 1.176, 0.299, 0.268, -0.504, 0.352, -1.014, 0.183, -0.647, 0.389, -0.431, 0.065, 0.703, 0.290, 0.028, 0.075, 0.176, -0.684, 0.440, -0.438, -0.488, 0.274, -0.415, -0.628, -0.502, 1.207, 0.269, 0.372, 0.427, 0.205, -0.527, -0.214, -0.597, 0.322, -0.393, -0.372, -0.345, 0.918, 0.234, 0.265, 0.321, -0.037, 0.529, -0.818, -0.116, 0.274, 0.029, 1.151, -0.554, -0.568, -0.446, 0.280, 0.188, -0.385, 0.188, -0.188, 0.532, -0.348, 1.080, -0.539, -0.568, -0.388, 0.452, -0.062, -0.453, 0.369, 0.738, 0.200, -0.271, 1.073, -0.590, -0.521, -0.380, -0.660, 0.328, 0.249, -0.144], "e_lumo_ev": 1.53, "total_charge": -1, "spin_multiplicity": 1}

# 2
{"formula": "CCl4", "method": "ωB97M-V with the def2-TZVPD basis set", "species": ["C", "Cl", "Cl", "Cl", "Cl"], "positions_angstrom": [[-0.075, 0.010, -0.028], [0.043, -0.381, -1.739], [-1.687, 0.089, 0.664], [0.872, -1.209, 0.845], [0.847, 1.491, 0.257]], "nbo_charge": [-0.229, 0.068, 0.082, 0.034, 0.046], "e_lumo_ev": 0.29, "total_charge": 0, "spin_multiplicity": 1, "smiles": "ClC(Cl)(Cl)Cl"}

# 3
{"formula": "C26H27N9NaO", "method": "ωB97M-V with the def2-TZVPD basis set", "species": ["Na", "C", "C", "N", "C", "C", "N", "C", "C", "C", "C", "C", "N", "C", "C", "N", "C", "C", "N", "C", "C", "C", "N", "C", "C", "H", "H", "H", "H", "H", "H", "H", "H", "H", "H", "H", "H", "O", "C", "C", "C", "C", "C", "C", "N", "H", "H", "H", "H", "H", "H", "H", "N", "C", "C", "N", "H", "H", "H", "H", "H", "H", "H", "H"], "positions_angstrom": [[0.639, -0.952, -1.092], [2.517, 3.023, -3.419], [2.432, 1.721, -2.977], [1.584, 1.425, -1.938], [0.986, 2.442, -1.331], [1.198, 3.777, -1.764], [1.801, 4.023, -2.875], [0.085, 2.025, -0.239], [-0.912, 2.990, 0.107], [-1.830, 2.749, 1.171], [-1.532, 1.645, 1.961], [-0.470, 0.832, 1.613], [0.262, 0.892, 0.490], [-0.275, -0.369, 2.516], [-0.291, -0.325, 3.962], [0.045, -1.361, 4.678], [0.543, -2.458, 4.034], [0.516, -2.502, 2.665], [0.133, -1.462, 1.924], [-2.854, 3.726, 1.474], [-3.207, 4.789, 0.659], [-4.303, 5.604, 1.042], [-4.907, 5.480, 2.210], [-4.374, 4.602, 3.071], [-3.292, 3.762, 2.798], [3.057, 3.256, -4.326], [3.007, 0.929, -3.372], [0.763, 4.635, -1.246], [-0.976, 3.887, -0.536], [-2.129, 1.415, 2.858], [-0.545, 0.580, 4.513], [0.817, -3.338, 4.654], [0.850, -3.359, 2.116], [-2.596, 5.045, -0.218], [-4.645, 6.361, 0.316], [-4.856, 4.455, 4.022], [-2.999, 3.040, 3.512], [2.808, -0.611, -0.099], [4.010, -1.381, -0.049], [3.610, -2.798, -0.490], [4.442, -3.863, -0.130], [4.030, -5.144, -0.524], [2.922, -5.308, -1.377], [2.229, -4.162, -1.732], [2.485, -2.971, -1.170], [3.002, 0.253, 0.301], [4.448, -1.498, 0.957], [4.761, -0.969, -0.733], [5.333, -3.664, 0.423], [4.527, -6.022, -0.155], [2.631, -6.270, -1.751], [1.306, -4.183, -2.312], [-1.407, -2.587, -0.502], [-2.590, -2.221, -1.345], [-2.496, -2.066, -2.851], [-1.573, -1.053, -3.341], [-1.266, -3.596, -0.586], [-1.789, -2.528, 0.423], [-3.030, -1.304, -0.962], [-3.350, -2.950, -1.162], [-3.515, -1.841, -3.174], [-2.224, -3.060, -3.296], [-1.872, -0.131, -3.053], [-1.678, -1.058, -4.342]], "nbo_charge": [0.899, -0.007, -0.007, -0.408, 0.112, 0.041, -0.351, 0.161, -0.165, 0.018, -0.230, 0.194, -0.459, 0.142, 0.019, -0.363, -0.007, -0.015, -0.393, -0.064, -0.221, 0.054, -0.390, 0.052, -0.223, 0.215, 0.214, 0.203, 0.215, 0.233, 0.204, 0.220, 0.203, 0.215, 0.207, 0.201, 0.212, -0.727, -0.098, 0.200, -0.248, -0.143, -0.259, 0.044, -0.480, 0.488, 0.185, 0.188, 0.226, 0.226, 0.233, 0.196, -0.849, -0.235, -0.226, -0.846, 0.360, 0.367, 0.182, 0.189, 0.186, 0.190, 0.353, 0.370], "e_lumo_ev": -3.30, "total_charge": 1, "spin_multiplicity": 1}

Respective energy above the lowest of the compared OMol25 structures with the same formula, charge and spin values: 31.8 3.4 18.8 kcal per mole.
Respective Kohn-Sham gap values: 9.4 11.4 8.4 eV.
Respective total energy values: -139135.34061 -51126.16398 -47270.00839 eV.